(1)
{
  "formula": "C27H37N4O5S2",
  "method": "the ωB97M-V functional and the def2-TZVPD basis",
  "max_force_ev_per_a": 2.04,
  "e_above_lowest_kcal_mol": 34.7,
  "spin_multiplicity": 1,
  "homo_lumo_gap_ev": 7.5,
  "charge": 1,
  "lumo_ev": -3.004,
  "total_energy_ha": -2442.38796,
  "symbols": ["C", "C", "H", "H", "O", "C", "C", "C", "C", "C", "C", "N", "C", "N", "C", "O", "C", "C", "C", "C", "C", "C", "H", "H", "S", "O", "O", "N", "H", "C", "H", "H", "H", "C", "H", "H", "C", "C", "H", "H", "C", "H", "C", "H", "H", "O", "H", "H", "H", "H", "C", "C", "H", "H", "C", "N", "C", "H", "H", "H", "C", "H", "H", "H", "H", "H", "H", "H", "S", "H", "H", "H", "H", "H", "H"],
  "coordinates": [[1.674, 3.601, 1.419], [0.907, 2.289, 1.386], [0.498, 2.066, 2.375], [1.552, 1.454, 1.092], [-0.188, 2.380, 0.454], [-1.391, 1.878, 0.932], [-2.506, 2.696, 0.947], [-3.730, 2.232, 1.419], [-3.878, 0.937, 1.877], [-2.775, 0.102, 1.837], [-1.516, 0.557, 1.387], [-0.542, -0.396, 1.376], [-0.993, -1.555, 1.717], [-0.289, -2.720, 1.551], [0.577, -2.912, 0.493], [1.239, -3.909, 0.364], [0.583, -1.743, -0.450], [1.707, -0.928, -0.504], [1.600, 0.344, -1.042], [0.372, 0.752, -1.528], [-0.697, -0.117, -1.661], [-0.579, -1.390, -1.139], [-1.414, -2.073, -1.179], [-1.622, 0.231, -2.092], [0.053, 2.475, -1.805], [-1.313, 2.860, -1.820], [1.140, 3.367, -1.619], [0.223, 2.304, -3.769], [-0.397, 1.523, -4.021], [-0.252, 3.546, -4.374], [-1.270, 3.736, -4.040], [0.384, 4.361, -4.030], [-0.227, 3.491, -5.462], [1.568, 1.899, -4.191], [2.121, 2.763, -4.559], [2.091, 1.498, -3.322], [1.451, 0.803, -5.272], [2.741, -0.011, -5.419], [2.844, -0.363, -6.444], [3.621, 0.569, -5.156], [2.493, -1.192, -4.480], [2.735, -0.930, -3.449], [0.990, -1.397, -4.640], [0.770, -2.024, -5.511], [0.512, -1.828, -3.759], [0.434, -0.101, -4.856], [3.058, -2.076, -4.759], [1.138, 1.259, -6.218], [2.429, 1.035, -1.022], [2.628, -1.257, -0.049], [-0.475, -3.808, 2.502], [0.472, -3.685, 3.696], [1.504, -3.733, 3.345], [0.303, -4.542, 4.347], [0.281, -2.378, 4.470], [-1.114, -2.106, 4.783], [-1.649, -3.028, 5.769], [-2.695, -2.784, 5.946], [-1.110, -2.976, 6.726], [-1.596, -4.047, 5.393], [-1.290, -0.737, 5.227], [-2.351, -0.550, 5.388], [-0.752, -0.519, 6.160], [-0.932, -0.053, 4.456], [0.644, -1.548, 3.854], [0.903, -2.411, 5.380], [-1.511, -3.787, 2.844], [-0.275, -4.742, 1.972], [-2.680, -1.589, 2.229], [-4.827, 0.575, 2.238], [-4.577, 2.899, 1.427], [-2.406, 3.702, 0.573], [2.524, 3.503, 2.087], [2.021, 3.859, 0.423], [1.033, 4.401, 1.778]],
  "atomic_forces_ev_per_a": [[-0.303, -0.245, -0.168], [0.634, 0.158, 0.418], [0.001, -0.046, -0.170], [-0.172, 0.100, 0.096], [-0.523, -0.011, 0.761], [-0.336, -0.052, 0.223], [0.313, -0.037, -0.064], [-0.011, -0.051, 0.039], [-0.049, -0.022, 0.073], [0.303, 0.074, -0.205], [-0.712, 0.079, 0.104], [0.628, -0.187, 0.444], [-0.888, 0.932, 0.180], [0.130, -0.516, 0.187], [-0.061, 0.277, -0.228], [0.189, -0.078, -0.047], [0.208, 0.052, -0.585], [-0.122, -0.079, -0.246], [0.170, -0.059, 0.010], [-0.141, 0.544, 0.174], [-0.162, -0.116, -0.057], [0.316, -0.051, -0.214], [-0.146, -0.026, 0.072], [-0.206, -0.042, -0.038], [0.209, -0.448, -1.980], [-0.219, -0.235, 0.245], [0.305, -0.164, 0.255], [-0.317, -0.275, 0.538], [0.038, 0.044, 0.132], [-0.277, 0.608, -0.065], [0.034, -0.028, -0.096], [0.022, -0.014, -0.069], [0.069, -0.103, 0.034], [0.432, -0.472, -0.313], [-0.060, 0.012, 0.063], [0.056, -0.012, -0.111], [0.192, 0.402, -0.030], [-0.215, 0.024, 0.023], [0.032, 0.057, -0.021], [0.099, 0.045, -0.040], [-0.257, 0.108, -0.013], [0.016, -0.034, 0.028], [0.141, -0.515, 0.047], [-0.002, 0.023, 0.095], [0.037, -0.002, -0.078], [-0.084, 0.277, 0.003], [0.057, -0.043, 0.035], [0.039, -0.044, 0.080], [0.128, 0.050, 0.083], [0.101, 0.004, 0.086], [0.241, -0.430, 0.289], [-0.191, 0.205, -0.003], [0.017, -0.092, 0.016], [0.066, -0.083, 0.010], [0.020, -0.146, -0.045], [0.300, -0.040, 0.238], [0.013, 0.052, -0.133], [-0.058, -0.053, 0.057], [0.017, -0.024, 0.054], [-0.031, -0.120, 0.054], [-0.018, -0.057, -0.075], [-0.043, 0.087, 0.033], [0.010, 0.014, 0.034], [0.003, 0.063, -0.035], [0.032, -0.005, 0.079], [0.011, 0.077, -0.050], [0.038, -0.091, -0.061], [-0.148, 0.128, 0.065], [0.133, 0.261, -0.419], [-0.155, 0.010, 0.022], [-0.090, 0.072, -0.011], [0.010, 0.152, -0.009], [0.094, -0.006, 0.080], [0.129, 0.060, 0.058], [-0.034, 0.101, 0.057]]
}

(2)
{
  "formula": "C5H11O2",
  "method": "the ωB97M-V functional and the def2-TZVPD basis",
  "max_force_ev_per_a": 5.03,
  "e_above_lowest_kcal_mol": 41.6,
  "spin_multiplicity": 1,
  "homo_lumo_gap_ev": 7.7,
  "charge": -1,
  "lumo_ev": 3.889,
  "total_energy_ha": -347.58339,
  "symbols": ["C", "C", "C", "H", "H", "H", "H", "H", "H", "H", "H", "C", "C", "O", "O", "H", "H", "H"],
  "coordinates": [[-0.298, -0.551, 0.770], [0.130, -1.173, 2.053], [-1.285, -1.447, -0.082], [-0.946, 0.489, 0.871], [0.635, -0.365, 0.177], [0.228, -2.236, 1.899], [-0.638, -0.981, 2.916], [-2.172, -1.708, 0.523], [-1.551, -0.757, -0.849], [0.847, -0.398, 2.478], [-0.764, -2.273, -0.284], [1.496, 1.787, -1.513], [-0.049, 1.404, -1.569], [-0.644, 2.011, -0.707], [-0.407, 0.650, -2.452], [1.904, 1.072, -0.826], [1.556, 2.644, -0.877], [1.957, 1.833, -2.529]],
  "atomic_forces_ev_per_a": [[-2.698, 1.915, -1.170], [-1.740, 2.990, 2.760], [-0.759, 3.930, 3.046], [2.350, -2.422, 0.021], [-1.065, 0.091, 0.218], [1.169, -0.280, 0.601], [0.513, -0.910, -1.624], [0.258, 0.124, -0.129], [-0.310, -0.343, -1.286], [0.588, -2.053, -0.446], [1.686, -3.443, -1.682], [-0.815, -0.574, -0.619], [3.368, 1.527, -0.712], [-2.571, 1.093, 2.086], [-0.964, -1.723, -1.509], [0.828, -1.085, -0.206], [0.172, 1.217, -0.379], [-0.010, -0.053, 1.030]]
}

(3)
{
  "formula": "C3H4N2O3",
  "method": "the ωB97M-V functional and the def2-TZVPD basis",
  "max_force_ev_per_a": 8.15,
  "e_above_lowest_kcal_mol": 134.3,
  "spin_multiplicity": 1,
  "homo_lumo_gap_ev": 8.3,
  "lumo_ev": -1.778,
  "total_energy_ha": -451.76579,
  "symbols": ["H", "N", "C", "N", "O", "C", "O", "C", "O", "H", "H", "H"],
  "coordinates": [[2.898, 1.507, -0.171], [3.310, 0.458, -0.480], [2.352, -0.396, -0.339], [1.250, -0.477, 0.686], [0.096, -0.860, 0.175], [-0.895, 0.122, 0.114], [-0.481, 1.344, 0.242], [-2.354, -0.378, -0.123], [-3.479, 0.136, -0.362], [2.561, -1.385, -0.787], [1.033, 0.331, 1.417], [-2.127, -1.373, -0.257]],
  "atomic_forces_ev_per_a": [[1.592, -3.434, -0.310], [-3.883, 2.692, 0.640], [1.303, 0.347, 1.697], [3.443, 3.050, 1.364], [-5.555, -1.345, -1.226], [3.325, 7.408, 0.697], [-2.714, -5.349, -0.360], [-2.458, 2.285, -1.578], [5.149, -1.194, 1.515], [-0.701, 0.318, 0.256], [1.311, -1.581, -2.487], [-0.813, -3.195, -0.207]]
}

(4)
{
  "formula": "C2H9N3O",
  "method": "the ωB97M-V functional and the def2-TZVPD basis",
  "max_force_ev_per_a": 7.85,
  "e_above_lowest_kcal_mol": 116.3,
  "spin_multiplicity": 1,
  "homo_lumo_gap_ev": 9.8,
  "lumo_ev": 0.750,
  "total_energy_ha": -320.94643,
  "symbols": ["C", "C", "N", "N", "N", "O", "H", "H", "H", "H", "H", "H", "H", "H", "H"],
  "coordinates": [[1.875, 0.587, 0.348], [0.252, -0.488, 0.441], [-0.875, 1.074, -0.754], [-2.081, -0.396, 0.406], [-0.873, 0.292, 0.466], [0.212, -1.509, -0.505], [1.562, 1.438, 0.935], [1.801, 0.817, -0.783], [2.645, 0.035, 0.686], [0.259, -0.792, 1.396], [-0.106, 1.646, -0.674], [-0.842, 0.462, -1.557], [-2.279, -0.893, 1.212], [-2.135, -1.184, -0.323], [0.585, -1.087, -1.294]],
  "atomic_forces_ev_per_a": [[-7.153, -0.033, -3.234], [4.180, 1.114, -1.003], [-2.539, -0.512, 0.769], [-1.129, -1.293, -2.490], [-1.597, 2.942, -2.527], [0.995, 0.244, -0.539], [0.363, 0.216, 0.142], [0.891, -0.267, 1.931], [2.601, -1.790, 0.964], [0.853, -2.481, 3.325], [1.902, 1.556, -0.294], [0.192, -0.079, -0.294], [-0.197, -0.621, 2.488], [0.744, 1.623, 0.805], [-0.108, -0.620, -0.042]]
}